# 1
DFT (ωB97M-V with the def2-TZVPD basis set) results for C26H31Be2Cl3FKNa2O11P as an isolated structure in a non-equilibrium geometry.

The geometry in XYZ format:
```
78
C26H31Be2Cl3FKNa2O11P, DFT ωB97M-V with the def2-TZVPD basis set
C 1.321 -4.371 -1.940
C 1.961 -3.616 -3.063
C 1.359 -2.134 -3.513
C 1.670 -0.946 -2.392
C 0.623 -0.424 -1.425
C -0.865 -1.102 -1.531
C -1.788 -0.972 -0.182
C -3.328 -0.662 -0.686
C -3.711 0.940 -0.734
C -5.149 1.269 -1.464
C -6.366 0.240 -1.080
O -7.052 0.577 0.200
C -8.329 1.275 -0.052
O -8.340 2.558 -0.498
C -9.825 0.607 0.231
C -10.282 0.288 1.643
C 1.078 0.787 -0.415
O 0.224 1.739 0.051
C 2.653 0.913 0.037
C 3.219 1.568 1.429
C 2.178 2.146 2.577
C 2.953 2.915 3.832
O 3.692 4.035 3.606
Cl 2.934 2.317 5.603
C 4.866 1.644 1.673
C 5.976 1.083 0.560
C 7.613 1.195 0.771
C 8.479 0.927 -0.609
O 8.137 1.841 -1.720
C 5.409 0.387 -0.812
C 3.777 0.330 -1.028
C 3.234 -0.357 -2.420
O 4.023 -0.473 -3.503
H 1.365 -5.541 -1.955
H 0.794 -3.721 -1.096
H 2.920 -4.017 -3.649
H 1.988 -1.814 -4.476
H 0.241 -2.167 -3.862
H -0.852 -2.258 -1.816
H -1.426 -0.560 -2.418
H -1.384 -0.234 0.630
H -1.828 -2.043 0.345
H -3.459 -1.057 -1.804
H -4.151 -1.247 -0.061
H -2.878 1.471 -1.399
H -3.699 1.404 0.347
H -5.080 1.364 -2.641
H -5.488 2.344 -1.071
H -7.205 0.371 -1.920
H -6.076 -0.900 -1.104
H -10.620 0.379 -0.610
H -10.675 -0.794 1.898
H -10.287 1.127 2.488
H 1.619 1.224 3.084
H 1.435 2.902 2.062
H 5.355 2.135 2.645
H 7.815 2.336 1.057
H 7.992 0.571 1.700
H 8.394 -0.218 -0.888
H 9.617 1.149 -0.340
H 8.937 2.345 -2.053
H 6.096 -0.077 -1.666
Be 3.525 -2.027 -5.314
O -6.916 -1.427 5.444
P -7.575 -0.917 4.152
O -9.105 -0.971 4.301
O -7.143 -1.804 2.973
O -7.136 0.533 3.890
Na 0.825 4.368 4.157
Be 2.325 -0.089 4.800
F 9.525 -0.732 1.530
Cl -5.175 3.916 -0.088
K -1.875 0.137 -3.622
Cl 3.225 -2.542 -1.550
Na 0.525 -2.327 4.081
O 7.708 -2.749 0.350
H 7.088 -2.285 -0.233
H 8.378 -2.081 0.558
```

The calculation puts the frontier orbital gap at 1.20 eV. The spin multiplicity is 1. Its charge is +1. The calculation puts the LUMO energy at -0.2857 hartree. As for the HOMO energy: -0.330 Ha.

Löwdin atomic charge list, values in e, 2 entries: C -0.0456; C -0.3301

***

# 2
DFT (ωB97M-V with the def2-TZVPD basis set) results for C26H31Br2F4N4NbO3PS as an isolated structure in a non-equilibrium geometry.

The geometry in XYZ format:
```
73
C26H31Br2F4N4NbO3PS, DFT ωB97M-V with the def2-TZVPD basis set
C 2.774 1.948 0.917
C 2.674 1.607 -0.549
Br 3.463 2.962 -1.710
C 2.098 0.524 -1.046
Br 2.067 0.373 -2.991
Nb 1.173 -1.074 0.258
C -0.705 0.123 0.464
C -1.784 -0.056 -0.644
C -2.843 -1.107 -0.345
F -2.635 -2.232 -0.992
F -3.069 -1.314 0.935
F -4.040 -0.643 -0.852
P 0.279 -3.057 1.696
O -1.049 -3.576 1.210
S 3.263 -2.496 -0.310
O 3.626 -3.233 0.880
O 4.337 -1.620 -0.705
F 3.015 -3.585 -1.503
H 3.721 1.584 1.329
H 1.911 1.630 1.498
H 2.827 3.043 0.993
H 0.437 -1.821 -1.258
H 1.919 -0.462 1.809
H -0.388 1.177 0.395
H -1.137 -0.010 1.466
H -1.372 -0.242 -1.636
H -2.327 0.896 -0.713
H 0.099 -2.534 3.011
H 1.297 -4.049 1.771
N 6.582 3.893 1.250
C 6.575 2.768 0.533
C 7.443 1.709 0.754
C 8.373 1.824 1.772
C 8.399 2.986 2.528
C 7.484 3.983 2.227
H 5.832 2.720 -0.256
H 7.389 0.818 0.142
H 9.070 1.020 1.976
H 9.110 3.116 3.332
H 7.465 4.909 2.794
N -0.942 -0.255 4.331
C -1.205 -1.018 5.390
C -2.227 -0.762 6.291
C -3.021 0.353 6.082
C -2.764 1.161 4.987
C -1.718 0.812 4.146
H -0.556 -1.879 5.514
H -2.396 -1.420 7.133
H -3.829 0.589 6.763
H -3.360 2.042 4.788
H -1.483 1.414 3.274
N -7.976 0.760 0.970
C -9.160 0.163 0.839
C -9.321 -1.144 0.407
C -8.186 -1.873 0.088
C -6.946 -1.272 0.214
C -6.896 0.040 0.659
H -10.020 0.773 1.097
H -10.309 -1.578 0.322
H -8.268 -2.897 -0.255
H -6.038 -1.806 -0.025
H -5.946 0.549 0.777
N 1.658 -0.110 -6.335
C 2.131 0.173 -7.547
C 1.460 -0.122 -8.725
C 0.229 -0.750 -8.637
C -0.279 -1.055 -7.385
C 0.472 -0.713 -6.271
H 3.100 0.662 -7.566
H 1.892 0.134 -9.683
H -0.328 -1.000 -9.533
H -1.236 -1.546 -7.273
H 0.115 -0.928 -5.269
```

The calculation puts the frontier orbital gap at 6.21 eV. The spin multiplicity is 1. Its charge is -1. The calculation puts the LUMO energy at 0.0290 hartree. As for the HOMO energy: -0.199 Ha.

Löwdin atomic charge list, values in e, 2 entries: C -0.1879; C -0.8473

***

# 3
DFT (ωB97M-V with the def2-TZVPD basis set) results for C26H31Cl2MoN6O2S as an isolated structure.

The geometry in XYZ format:
```
69
C26H31Cl2MoN6O2S, DFT ωB97M-V with the def2-TZVPD basis set
Mo -0.655 0.801 -0.034
O 1.185 -2.543 0.334
C 0.295 -1.771 0.452
O 0.470 -0.462 0.816
C -1.157 -2.045 0.198
C -1.619 -3.352 0.131
C -2.963 -3.547 -0.082
C -3.821 -2.439 -0.195
C -5.220 -2.609 -0.355
C -6.048 -1.528 -0.401
C -5.509 -0.230 -0.280
C -4.162 -0.025 -0.145
C -3.279 -1.125 -0.110
N -1.922 -0.956 0.055
H -0.918 -4.165 0.258
H -3.375 -4.547 -0.141
H -5.614 -3.615 -0.421
H -7.117 -1.655 -0.507
H -6.180 0.620 -0.277
H -3.780 0.978 -0.022
Cl 3.293 0.486 -0.534
C 2.898 2.012 0.173
Cl 1.181 2.591 -0.283
H 3.508 2.814 -0.228
H 2.900 1.974 1.256
C -3.491 0.297 -4.299
N -2.734 0.756 -3.133
C -2.854 1.950 -2.605
N -3.676 2.848 -3.116
S -1.951 2.487 -1.188
H -3.122 -0.683 -4.584
H -3.340 0.972 -5.142
H -4.552 0.221 -4.061
H -2.082 0.122 -2.698
H -4.235 2.665 -3.938
H -3.732 3.773 -2.715
N 0.072 0.004 -1.897
C 0.828 -0.344 -2.704
C 1.734 -0.799 -3.676
C 2.219 -2.115 -3.560
C 3.133 -2.567 -4.491
C 3.554 -1.724 -5.515
C 3.073 -0.421 -5.622
C 2.161 0.057 -4.704
H 1.889 -2.752 -2.750
H 3.522 -3.573 -4.422
H 4.271 -2.086 -6.239
H 3.418 0.218 -6.423
H 1.785 1.069 -4.770
C 0.141 1.737 2.791
C -0.196 2.085 4.264
N -1.622 2.309 4.405
C -2.333 1.072 4.154
C -1.968 0.520 2.751
N -1.132 1.525 1.998
C -1.877 2.835 2.009
C -2.053 3.331 3.471
H 0.735 0.829 2.716
H 0.675 2.558 2.316
H 0.342 2.981 4.569
H 0.103 1.278 4.932
H -3.404 1.257 4.230
H -2.070 0.347 4.924
H -2.865 0.329 2.164
H -1.385 -0.399 2.813
H -2.839 2.666 1.526
H -1.308 3.551 1.411
H -3.099 3.571 3.658
H -1.472 4.236 3.645
```

For the energy above the lowest of the compared OMol25 structures with the same formula, charge and spin, the calculation gives 0.0 kcal per mole. The calculation puts the frontier orbital gap (alpha / beta) at 4.73 / 5.56 eV. The spin multiplicity is 3. Its charge is +3. The calculation puts the LUMO energy (alpha / beta) at -0.4181 / -0.3875 hartree. As for the HOMO energy (alpha / beta): -0.592 / -0.592 Ha. As for the expectation value of S²: 2.0272.

Löwdin atomic charge list, values in e, 2 entries: Mo 1.4116; O 0.2073

***

Among the records above, which one has the highest charge? C26H31Cl2MoN6O2S

***

The highest charge belongs to which entry? C26H31Cl2MoN6O2S

***

What is the spin multiplicity in the third record? 3